No. 1
The following is a DFT calculation (ωB97M-V with the def2-TZVPD basis set) of a 2-piece molecular cluster, C4H11O4S overall in a non-equilibrium geometry.

```
! RIJCOSX wB97M-V def2-TZVPD def2/J DEFGRID3
* xyz 1 1
S 1.167 0.651 0.477
O -1.685 0.356 0.025
O 2.550 1.384 0.654
O 1.666 -0.880 0.362
O 0.877 1.035 -1.076
C 3.710 1.070 -0.171
C 0.747 -1.973 0.723
C -4.062 -0.224 -0.123
C -2.803 0.629 -0.291
H -3.036 1.632 -0.626
H 1.395 -2.712 1.221
H 0.014 1.148 -1.355
H -0.037 -1.583 1.301
H -3.875 -1.268 0.021
H 4.511 1.432 0.387
H 3.719 1.290 -1.227
H 3.774 0.001 -0.042
H 0.281 -2.253 -0.172
H -4.656 -0.074 -1.001
H -4.257 0.340 0.914
*
```

natural (NBO) atomic charge list, values in e, 4 entries: S 1.841; O -0.635; O -0.649; O -0.685

---

No. 2
The following is a DFT calculation (ωB97M-V with the def2-TZVPD basis set) of a 7-piece molecular cluster, C41H32Br2NO16Si overall in a non-equilibrium geometry.

```
! RIJCOSX wB97M-V def2-TZVPD def2/J DEFGRID3
* xyz -1 1
Br 1.286 -2.239 -0.151
Br 0.114 1.691 -2.429
Si -1.664 -0.768 -1.608
O 7.841 0.604 -6.184
O -2.332 -0.334 -4.229
O -6.199 6.340 -1.618
O -2.774 4.587 -5.262
O -3.192 1.104 -2.733
O 5.427 -6.575 9.973
O 1.597 -1.355 4.020
O -2.760 -0.631 -0.259
O -3.538 3.046 2.218
O -8.441 1.341 3.269
O -2.678 -2.107 7.055
O -2.357 -0.553 1.820
O 3.761 -1.987 7.924
O 5.419 1.329 -1.533
O -0.219 -1.003 -9.951
O 1.090 -1.888 -4.893
N -2.271 0.062 0.807
C -5.005 1.210 2.379
C -4.658 2.652 2.453
C 4.143 -3.038 8.393
C -0.373 -0.290 -7.709
C -1.826 -1.567 4.925
C 7.814 0.162 -3.873
C -4.005 4.103 -3.304
C 5.974 1.163 -2.596
C -6.238 0.784 2.647
C -4.967 6.795 -3.568
C 0.018 0.103 -1.264
C 0.901 -2.370 -8.400
C 0.618 -1.527 4.715
C 0.747 -1.897 6.148
C 6.053 1.590 -5.011
C 7.206 0.342 -2.704
C 4.505 -5.449 8.123
C -5.413 5.927 -2.449
C -1.700 -1.934 6.355
C -0.046 -0.509 -6.437
C -1.501 -2.612 -1.927
C 0.073 -1.199 -8.788
C 2.588 0.009 -1.301
C -0.750 -1.378 4.165
C -4.865 4.555 -2.391
C -6.970 3.169 3.097
C 1.230 -2.591 -7.131
C 7.285 0.771 -5.119
C -3.559 4.973 -4.422
C -2.517 0.098 -3.076
C 5.045 -5.525 9.504
C -7.316 1.728 3.026
C 1.256 -0.770 -1.474
C -0.330 -2.086 6.906
C -4.109 6.354 -4.482
C 0.781 -1.678 -6.048
C -5.740 3.598 2.831
C 4.088 -4.295 7.608
C 4.682 -3.113 9.773
C 5.100 -4.267 10.288
C 5.444 1.771 -3.842
H -0.262 -2.356 7.953
H 1.756 -1.999 6.532
H 0.083 0.514 -0.254
H 8.714 -0.432 -3.975
H -5.379 7.797 -3.592
H 1.216 -3.023 -9.204
H 4.474 -6.378 7.569
H -0.368 0.142 -5.632
H -4.210 0.537 2.100
H -6.512 -0.262 2.599
H 3.692 -4.217 6.603
H -1.463 -3.108 -0.949
H 3.135 -0.348 -0.431
H -3.604 3.093 -3.261
H 5.683 2.024 -5.931
H -5.467 4.645 2.877
H -0.977 0.556 -8.011
H -7.772 3.841 3.375
H -0.822 -1.113 3.120
H 7.573 -0.094 -1.784
H -2.832 -1.463 4.539
H 5.496 -4.345 11.293
H -5.202 3.938 -1.568
H -2.372 -2.995 -2.456
H 1.252 -1.189 -2.479
H 2.417 1.072 -1.141
H 4.542 2.363 -3.741
H 4.714 -2.184 10.327
H -0.563 -2.862 -2.421
H -3.771 6.970 -5.306
H 1.833 -3.438 -6.826
H 3.221 -0.112 -2.179
*
```

Mulliken atomic charge list, values in e, 4 entries: Br -0.131; Br -0.130; Si 0.508; O -0.562

---

No. 3
The following is a DFT calculation (ωB97M-V with the def2-TZVPD basis set) of one molecule with the formula C3H6NOP in a non-equilibrium geometry.

Computed properties:
SMILES = CPOCC#N

```
! RIJCOSX wB97M-V def2-TZVPD def2/J DEFGRID3
* xyz 0 1
P 0.009 -1.191 0.010
O 1.102 -0.214 -0.576
N -0.599 2.968 -1.654
C -0.030 1.975 -1.623
C 0.781 0.769 -1.939
C -0.797 -0.178 1.341
H 0.235 0.058 -2.709
H -1.016 -0.783 2.204
H 1.041 -1.831 0.821
H -1.855 0.270 0.905
H 1.807 1.210 -2.379
H -0.131 0.689 1.663
*
```

natural (NBO) atomic charge list, values in e, 4 entries: P 0.884; O -0.836; N -0.268; C 0.221

---

No. 4
The following is a DFT calculation (ωB97M-V with the def2-TZVPD basis set) of C8H28O10Zn as an isolated structure in a non-equilibrium geometry.

```
! RIJCOSX wB97M-V def2-TZVPD def2/J DEFGRID3
* xyz 2 1
Zn 0.703 -0.345 -0.518
O -0.877 0.124 0.413
O -4.997 -0.065 1.920
O 1.756 -1.338 0.932
O -0.048 -2.231 -1.052
O -3.102 2.000 1.344
O 1.418 1.559 -0.193
O 2.389 -0.583 -1.794
O -3.359 -0.348 -0.352
O -0.158 0.338 -2.439
O 4.144 0.340 0.283
C 0.711 -0.017 -3.598
C 0.739 -3.202 -0.274
C 1.094 -2.575 1.123
C 3.823 1.658 0.052
C -3.128 1.220 2.534
C -4.544 0.820 2.883
C 2.508 2.032 0.632
C 2.129 0.162 -3.029
H 3.783 1.875 -1.016
H 2.042 -0.999 1.783
H -0.991 0.641 -2.809
H 1.647 -3.451 -0.823
H -2.487 -0.297 0.045
H 2.444 1.194 -2.876
H 2.510 3.119 0.721
H 4.390 0.260 1.208
H -3.299 0.147 -1.173
H 1.846 -3.251 1.530
H -2.301 1.779 0.862
H 4.513 2.394 0.465
H -5.923 -0.220 2.120
H -1.201 -0.012 1.325
H 0.215 -2.653 1.763
H -2.607 0.276 2.375
H 3.328 -0.720 -1.647
H -4.542 0.287 3.835
H 2.422 1.694 1.664
H -0.600 -2.691 -1.689
H 0.176 -4.130 -0.178
H 2.847 -0.165 -3.782
H 0.608 0.658 -4.448
H -2.569 1.801 3.268
H 1.132 2.367 -0.625
H -5.251 1.635 2.732
H -3.976 -0.001 0.296
H 0.646 -1.087 -3.794
*
```

natural (NBO) atomic charge list, values in e, 4 entries: Zn 1.753; O -1.332; O -0.765; O -0.782

---

No. 5
The following is a DFT calculation (ωB97M-V with the def2-TZVPD basis set) of a 2-piece molecular cluster, C5H7NO2 overall in a non-equilibrium geometry.

Computed properties:
SMILES = C=C(O)C=C=N.C=O

```
! RIJCOSX wB97M-V def2-TZVPD def2/J DEFGRID3
* xyz 0 1
O -2.302 0.294 -1.943
O 0.066 1.571 2.163
N 0.187 -2.320 -0.629
C 0.464 0.731 1.163
C -0.058 -1.450 0.167
C -0.404 -0.406 0.881
C -1.123 0.280 -2.046
C 1.606 0.974 0.518
H -0.608 -0.585 -2.546
H 2.204 1.826 0.766
H 0.638 -3.191 -0.394
H -0.449 1.089 -1.708
H -0.801 1.297 2.497
H 1.953 0.320 -0.253
H -1.374 -0.429 1.362
*
```

natural (NBO) atomic charge list, values in e, 4 entries: O -0.511; O -0.664; N -0.620; C 0.312

---

No. 6
The following is a DFT calculation (ωB97M-V with the def2-TZVPD basis set) of one molecule with the formula C3H8N2OS in a non-equilibrium geometry.

Computed properties:
SMILES = CCN(S)/C=N\O

```
! RIJCOSX wB97M-V def2-TZVPD def2/J DEFGRID3
* xyz 0 1
S 0.845 -0.201 -1.667
O 1.990 2.031 -0.118
N 0.456 -0.023 -0.013
N 0.668 2.319 0.356
C -1.583 -1.348 -0.152
C 0.048 1.232 0.408
C -0.243 -1.161 0.631
H -2.360 -2.179 0.184
H 2.143 0.058 -1.561
H -1.219 -1.557 -1.226
H 0.385 -2.059 0.597
H -2.155 -0.417 -0.100
H 2.414 2.852 0.150
H -0.428 -0.919 1.761
H -0.960 1.373 0.750
*
```

natural (NBO) atomic charge list, values in e, 4 entries: S 0.181; O -0.604; N -0.610; N -0.157

---

No. 7
The following is a DFT calculation (ωB97M-V with the def2-TZVPD basis set) of C26H19N4Ru as an isolated structure in a non-equilibrium geometry.

Computed properties:
<S²> = 6.05

```
! RIJCOSX wB97M-V def2-TZVPD def2/J DEFGRID3
* xyz 3 5
Ru -0.328 -0.064 -1.147
N -1.169 0.297 8.790
N -0.124 1.945 -1.568
N 1.389 -0.053 -2.204
N -0.076 -2.062 -1.554
C -0.799 4.214 -1.666
C 2.003 -1.233 -2.409
C 0.491 -4.680 -2.158
C -1.015 -3.010 -1.323
C -0.042 -0.705 5.637
C -0.986 0.193 6.233
C -1.710 0.974 4.079
C 1.389 3.585 -2.421
C -0.770 0.080 3.476
C -0.585 -0.009 0.854
C 0.061 -0.758 4.286
C 3.304 -1.246 -2.862
C 1.439 -3.691 -2.418
C 1.088 2.287 -2.117
C -1.089 0.251 7.634
C 1.131 -2.394 -2.115
C 0.430 4.567 -2.180
C -1.076 2.886 -1.366
C 1.978 1.139 -2.406
C -2.325 -2.587 -0.742
C -2.404 2.461 -0.830
C -0.670 0.025 2.073
C -1.820 1.029 5.430
C -0.732 -4.336 -1.622
C 3.280 1.177 -2.860
C 3.937 -0.027 -3.089
H 3.823 -2.177 -3.037
H -1.484 -5.091 -1.435
H 0.765 -1.427 3.811
H -3.088 3.305 -0.779
H -2.202 -2.231 0.281
H -2.331 1.596 3.451
H 2.387 -3.943 -2.873
H -1.562 4.961 -1.500
H -2.527 1.692 5.910
H -2.784 -1.801 -1.346
H 0.572 -1.326 6.275
H 0.709 -5.713 -2.396
H 0.644 5.602 -2.418
H -2.866 1.720 -1.485
H -2.309 2.046 0.173
H 4.960 -0.016 -3.447
H 3.781 2.119 -3.033
H -3.027 -3.417 -0.722
H 2.341 3.844 -2.864
*
```

natural (NBO) atomic charge list, values in e, 4 entries: Ru 1.337; N -0.014; N -0.490; N -0.461

---

No. 8
The following is a DFT calculation (ωB97M-V with the def2-TZVPD basis set) of a 2-piece molecular cluster, C24H37Cl4N3O6P overall in a non-equilibrium geometry.

```
! RIJCOSX wB97M-V def2-TZVPD def2/J DEFGRID3
* xyz 1 1
Cl 4.146 -5.694 -1.503
Cl 1.967 -7.581 -1.431
Cl 4.430 -8.173 -0.057
Cl 4.349 -8.185 -2.940
P 1.834 0.468 2.470
O -6.432 -1.705 1.230
O -3.906 0.370 1.382
O -4.940 -0.826 -0.225
O 2.217 4.626 -1.876
O -0.889 1.117 -2.874
O 1.709 6.788 -1.576
N -0.565 2.577 0.034
N -0.562 -1.370 1.344
N -1.484 1.705 -0.353
C 1.084 5.734 -3.643
C 1.403 4.535 0.461
C 1.302 -5.098 1.276
C 0.480 0.823 1.293
C -6.972 0.450 0.287
C 3.727 -7.417 -1.485
C -2.625 -0.429 -0.492
C -0.044 -2.367 0.378
C -2.427 2.282 -1.308
C 1.800 -1.259 3.069
C -6.166 -0.777 0.548
C -0.724 -3.721 0.578
C 3.275 0.446 1.313
C -3.886 -0.226 0.338
C -1.520 0.438 0.028
C 1.328 3.257 1.304
C -0.521 -0.033 0.896
C 0.212 -4.882 0.217
C 0.389 2.176 0.830
C 1.695 5.814 -2.273
C 2.603 4.579 -0.496
C 3.199 -1.596 3.625
C -0.998 2.538 -3.431
C -2.070 1.828 -2.735
H -3.444 1.984 -1.061
H -2.820 -0.270 -1.551
H -1.618 -3.768 -0.050
H -1.508 -1.616 1.612
H 1.578 4.979 -4.253
H -7.623 0.611 1.145
H 0.648 -4.670 -0.762
H 3.137 1.129 0.478
H 1.119 6.710 -4.117
H 1.012 -5.888 1.968
H -0.398 -5.781 0.128
H 1.071 -1.316 3.875
H -7.589 0.289 -0.599
H -1.022 -3.821 1.626
H 0.042 5.427 -3.520
H -2.917 1.497 -3.334
H 3.221 3.685 -0.401
H 2.328 2.842 1.420
H -0.221 -2.023 -0.649
H 3.855 -1.944 2.827
H 3.240 5.435 -0.274
H 1.491 5.378 1.146
H 0.494 4.716 -0.109
H 2.258 -5.368 0.829
H 1.537 -1.984 2.299
H -0.263 3.090 -2.860
H -2.356 -1.481 -0.386
H 1.001 3.506 2.319
H 3.111 -2.421 4.331
H -6.351 1.328 0.125
H -2.319 3.356 -1.215
H 3.426 -0.560 0.921
H 3.677 -0.748 4.118
H 1.463 -4.194 1.872
H -0.881 2.415 -4.498
H 1.034 -2.468 0.523
H 4.165 0.733 1.871
*
```

Mulliken atomic charge list, values in e, 4 entries: Cl -0.115; Cl -0.086; Cl -0.089; Cl -0.095

---

No. 9
The following is a DFT calculation (ωB97M-V with the def2-TZVPD basis set) of C22H27N9O4OsSSe as an isolated structure.

Computed properties:
<S²> = 6.02

```
! RIJCOSX wB97M-V def2-TZVPD def2/J DEFGRID3
* xyz 2 5
Os -1.053 -0.692 -0.151
Se -2.030 1.431 -0.596
S -2.149 0.615 2.839
O 5.929 1.024 -0.059
O -1.051 -1.714 -1.879
O -3.173 1.077 1.947
O -2.448 -0.315 3.867
N 0.183 -1.444 3.444
N -0.735 -2.784 -3.826
N -3.292 1.574 -3.283
N 5.272 3.193 -0.276
N 1.013 5.214 4.613
N -1.036 -0.218 1.756
N 1.075 0.329 -0.363
N -0.051 -2.140 1.198
N -2.828 -1.895 -3.342
C 3.381 0.184 -0.935
C -1.543 -2.102 -3.024
C 0.621 -3.272 1.440
C -3.840 -1.852 -2.278
C 1.310 1.493 0.258
C 0.274 4.150 4.213
C 0.709 -2.864 -3.581
C 0.479 2.881 4.788
C -3.258 -1.511 -4.701
C 1.074 -3.546 2.706
C 2.569 2.057 0.306
C -0.270 1.802 4.393
C -0.707 4.296 3.214
C -0.268 -1.295 2.227
C 3.627 1.394 -0.303
C -2.752 1.444 -2.274
C 5.063 1.856 -0.209
C -1.457 3.217 2.809
C -1.207 -3.649 -4.914
C 2.100 -0.313 -0.944
C -1.238 1.969 3.398
C 0.844 -2.583 3.684
H -1.070 -3.176 -5.885
H 1.242 -2.732 -4.521
H 1.650 5.132 5.382
H -2.406 -1.451 -5.370
H 4.563 3.838 -0.569
H -0.893 5.276 2.788
H -0.131 0.831 4.852
H 1.220 2.767 5.570
H -3.978 -2.226 -5.101
H 1.015 -2.099 -2.886
H -3.559 -1.196 -1.459
H 1.205 -2.717 4.698
H -0.614 -4.562 -4.895
H 0.960 -3.844 -3.174
H -3.722 -0.534 -4.667
H 0.791 6.138 4.302
H 6.226 3.516 -0.263
H -2.248 -3.914 -4.778
H 4.194 -0.362 -1.394
H 2.718 2.987 0.841
H -4.766 -1.473 -2.700
H 1.880 -1.262 -1.411
H 0.780 -3.948 0.611
H 0.472 1.981 0.744
H -4.023 -2.846 -1.872
H -2.239 3.339 2.069
H 1.593 -4.469 2.926
*
```

natural (NBO) atomic charge list, values in e, 4 entries: Os 1.383; Se 0.430; S 2.324; O -0.553

---

No. 10
The following is a DFT calculation (ωB97M-V with the def2-TZVPD basis set) of one molecule with the formula C25H31N2O2P in a non-equilibrium geometry.

Computed properties:
SMILES = CC(C)CO[P@@](=O)(c1ccc(N(C)C)cc1)[C@@H](Nc1ccccc1)c1ccccc1

```
! RIJCOSX wB97M-V def2-TZVPD def2/J DEFGRID3
* xyz 0 1
P -0.224 -0.757 1.179
O -0.451 -0.725 2.622
O -0.846 -2.135 0.631
N 5.562 -0.194 -0.252
N -2.307 0.855 1.068
C 4.238 -0.339 0.056
C 6.563 -0.201 0.785
C 5.967 0.128 -1.598
C -0.192 1.787 0.199
C -4.993 1.844 -1.238
C 1.929 -0.558 -0.646
C -3.552 1.086 0.539
C 3.799 -0.430 1.388
C 0.291 2.355 1.370
C 1.213 3.383 1.318
C -5.950 1.070 0.810
C 3.262 -0.411 -0.953
C 1.182 3.294 -1.075
C 1.511 -0.648 0.675
C -6.112 1.572 -0.472
C -1.133 0.618 0.281
C -4.689 0.826 1.311
C -2.449 -4.451 0.003
C -3.444 -2.262 -0.727
C -3.724 1.613 -0.743
C -0.945 -2.575 -0.712
C 2.464 -0.579 1.682
C 0.257 2.266 -1.023
C 1.664 3.852 0.095
C -2.302 -3.255 -0.934
H -5.106 2.249 -2.234
H 5.397 0.976 -1.988
H -2.373 -4.119 1.035
H 3.548 -0.356 -1.991
H -2.862 1.862 -1.344
H 1.527 3.659 -2.032
H -7.101 1.755 -0.865
H -1.413 0.295 -0.730
H -0.113 1.832 -1.943
H 7.551 -0.256 0.332
H -3.423 -1.874 0.288
H 6.440 -1.075 1.428
H -2.277 0.440 1.992
H 6.517 0.701 1.406
H -4.564 0.429 2.309
H -0.133 -3.288 -0.899
H -6.816 0.860 1.421
H -0.059 1.978 2.319
H 2.389 4.652 0.055
H -2.316 -3.606 -1.973
H -3.413 -4.930 -0.142
H 7.021 0.399 -1.605
H -0.835 -1.737 -1.407
H -1.665 -5.182 -0.184
H 1.207 -0.603 -1.449
H -4.402 -2.748 -0.888
H 4.503 -0.367 2.201
H 1.587 3.816 2.234
H 2.130 -0.638 2.707
H 5.830 -0.725 -2.271
H -3.369 -1.425 -1.419
*
```

natural (NBO) atomic charge list, values in e, 4 entries: P 2.204; O -1.098; O -0.822; N -0.408

---

| no. | DFT total energy (eV) |
| --- | --- |
| 1 | -23341.83711 |
| 2 | -225242.93915 |
| 3 | -16031.99552 |
| 4 | -77626.84225 |
| 5 | -10880.58837 |
| 6 | -19100.72365 |
| 7 | -35782.69833 |
| 8 | -101614.17353 |
| 9 | -123485.81766 |
| 10 | -42794.11371 |